<1>
{"formula": "H3N2P", "method": "wB97M-V/def2-TZVPD", "homo_lumo_gap_ev": 9.827, "homo_ev": -9.614, "symbols": ["P", "N", "N", "H", "H", "H"], "xyz": [[0.37, -0.74, -0.08], [1.13, 0.63, -0.07], [-1.20, -0.25, -0.17], [2.58, 0.09, 0.22], [-1.85, -0.45, 0.57], [-1.03, 0.72, -0.47]], "nbo_charge": [1.165, -1.119, -1.199, 0.332, 0.415, 0.406]}

<2>
{"formula": "H3N2P", "method": "wB97M-V/def2-TZVPD", "homo_lumo_gap_ev": 9.871, "homo_ev": -9.380, "symbols": ["P", "N", "N", "H", "H", "H"], "xyz": [[0.08, 0.72, 0.53], [0.10, -1.05, 0.47], [-0.27, 1.13, -0.92], [0.14, -1.54, 1.43], [0.06, 2.41, -1.27], [-0.11, -1.67, -0.23]], "nbo_charge": [1.187, -1.166, -1.200, 0.392, 0.397, 0.390]}

Result of the stability comparison: <2> is the most stable of them.

<1>
{"formula": "C2H13N2O2", "method": "wB97M-V/def2-TZVPD", "homo_lumo_gap_ev": 9.721, "total_charge": 1, "homo_ev": -12.768, "symbols": ["O", "O", "N", "N", "C", "C", "H", "H", "H", "H", "H", "H", "H", "H", "H", "H", "H", "H", "H"], "xyz": [[2.22, -1.15, -1.22], [-1.18, 2.42, -2.85], [-0.12, 0.67, -0.33], [-0.22, -2.07, 1.38], [0.05, -0.60, 1.96], [-0.69, 0.46, 1.10], [2.95, -0.62, -0.80], [0.58, 1.32, -0.35], [-0.84, 1.06, -0.89], [-1.71, 0.10, 1.11], [-1.06, -2.40, 0.94], [1.12, -0.40, 2.07], [-1.85, 3.11, -2.82], [0.12, -0.21, -0.73], [0.35, -2.91, 1.56], [-1.13, 2.36, -3.87], [2.47, -2.13, -0.94], [-0.61, 1.42, 1.67], [-0.43, -0.43, 3.01]], "nbo_charge": [-0.974, -0.975, -0.661, -0.939, -0.211, -0.249, 0.479, 0.428, 0.451, 0.238, 0.385, 0.219, 0.483, 0.467, 0.401, 0.495, 0.499, 0.240, 0.222]}

<2>
{"formula": "C2H13N2O2", "method": "wB97M-V/def2-TZVPD", "homo_lumo_gap_ev": 10.229, "total_charge": 1, "homo_ev": -13.221, "symbols": ["O", "O", "N", "N", "C", "C", "H", "H", "H", "H", "H", "H", "H", "H", "H", "H", "H", "H", "H"], "xyz": [[-2.52, -0.79, -0.33], [-0.65, 2.89, 0.33], [-0.47, -1.22, 0.84], [1.82, -1.35, -0.77], [1.53, 0.06, -0.67], [0.41, 0.08, 0.65], [-1.39, 3.36, 0.62], [2.30, 0.79, -0.30], [2.61, -1.62, -0.26], [1.14, 0.33, -1.63], [-2.75, 0.18, -0.34], [1.25, 0.17, 1.41], [0.09, -2.00, 0.95], [2.11, -1.82, -1.72], [-1.10, -1.45, -0.04], [0.03, 3.46, 0.02], [-0.20, 0.92, 0.49], [-3.29, -0.99, -0.93], [-0.94, -0.99, 1.68]], "nbo_charge": [-0.966, -0.964, -0.700, -0.892, -0.199, -0.265, 0.486, 0.200, 0.369, 0.210, 0.503, 0.226, 0.427, 0.398, 0.489, 0.491, 0.252, 0.509, 0.426]}

Result of the stability comparison: <1> is the most stable of them.

<1>
{"formula": "C6H9NO3", "method": "wB97M-V/def2-TZVPD", "homo_lumo_gap_ev": [8.216, 8.407], "homo_ev": [-8.344, -8.477], "symbols": ["O", "O", "O", "N", "C", "C", "C", "C", "C", "C", "H", "H", "H", "H", "H", "H", "H", "H", "H"], "xyz": [[1.62, 1.88, -1.03], [0.68, 1.96, 1.02], [1.31, -2.14, -0.58], [1.62, -0.25, 0.59], [0.72, 0.59, 1.37], [-1.52, -1.64, 0.34], [1.08, 2.40, -0.11], [-0.61, -0.65, -0.13], [-1.06, 0.17, -1.26], [0.88, -1.13, -0.14], [-1.19, -0.47, -2.24], [-1.24, -2.68, 0.07], [-0.22, 0.81, -1.38], [-1.92, 0.68, -1.04], [0.87, 3.43, -0.07], [2.59, -0.47, 0.76], [-1.62, -1.78, 1.40], [-2.48, -1.27, -0.05], [0.49, 0.58, 2.48]], "nbo_charge": [-0.580, -0.501, -0.585, -0.662, 0.199, -0.700, 0.647, 0.081, -0.685, 0.658, 0.237, 0.259, 0.246, 0.218, 0.101, 0.406, 0.240, 0.213, 0.206]}

<2>
{"formula": "C6H9NO3", "method": "wB97M-V/def2-TZVPD", "homo_lumo_gap_ev": 8.607, "homo_ev": -8.442, "symbols": ["O", "O", "O", "N", "C", "C", "C", "C", "C", "C", "H", "H", "H", "H", "H", "H", "H", "H", "H"], "xyz": [[-0.91, -0.54, -2.61], [-0.66, -0.49, -0.31], [-0.81, 1.44, -1.50], [2.59, 0.27, -1.80], [1.04, -1.57, 1.06], [0.77, -0.38, 0.52], [-1.91, -0.39, 0.45], [1.59, 0.05, -1.27], [-0.68, 0.12, -1.65], [0.92, 0.97, 1.16], [-0.83, 1.85, -2.38], [1.99, 1.15, 1.30], [-2.11, 0.65, 0.69], [0.82, -2.49, 0.56], [0.53, 1.76, 0.53], [1.68, -1.59, 1.93], [-2.70, -0.82, -0.15], [0.42, 0.99, 2.13], [-1.74, -0.98, 1.35]], "nbo_charge": [-0.529, -0.463, -0.685, -0.445, -0.593, 0.341, -0.261, -0.048, 1.018, -0.701, 0.518, 0.260, 0.204, 0.231, 0.250, 0.232, 0.219, 0.222, 0.232]}

<3>
{"formula": "C6H9NO3", "method": "wB97M-V/def2-TZVPD", "homo_lumo_gap_ev": 8.405, "smiles": "NC1=CC(=O)OC12CC2.O", "homo_ev": -8.336, "symbols": ["O", "O", "O", "N", "C", "C", "C", "C", "C", "C", "H", "H", "H", "H", "H", "H", "H", "H", "H"], "xyz": [[-0.91, -2.76, 0.60], [-1.70, -3.79, -1.16], [-1.73, -0.94, -1.47], [-5.26, -3.79, -0.54], [-1.74, -3.59, 0.17], [-3.13, -3.65, 0.58], [-3.49, -4.11, -2.98], [-3.17, -3.30, -1.75], [-3.76, -2.63, -2.96], [-3.97, -3.45, -0.49], [-3.41, -4.08, 1.54], [-1.16, -1.23, -0.54], [-2.64, -4.44, -3.57], [-4.80, -2.29, -2.93], [-5.78, -4.00, 0.30], [-1.65, 0.01, -1.36], [-5.67, -4.17, -1.39], [-3.12, -2.02, -3.60], [-4.33, -4.80, -2.94]], "nbo_charge": [-0.594, -0.509, -0.976, -0.799, 0.762, -0.447, -0.440, 0.259, -0.403, 0.231, 0.222, 0.506, 0.249, 0.234, 0.400, 0.461, 0.393, 0.252, 0.197]}

<4>
{"formula": "C6H9NO3", "method": "wB97M-V/def2-TZVPD", "homo_lumo_gap_ev": 10.401, "homo_ev": -9.721, "symbols": ["O", "O", "O", "N", "C", "C", "C", "C", "C", "C", "H", "H", "H", "H", "H", "H", "H", "H", "H"], "xyz": [[2.75, -1.18, 0.25], [-2.99, 0.16, -0.63], [-0.51, 1.07, 0.37], [0.98, -0.22, -0.84], [-2.53, -0.41, 0.69], [1.97, 1.22, 0.36], [0.55, 1.11, -0.39], [-0.92, -0.39, 0.57], [1.98, -0.28, -0.02], [-0.27, -1.09, -0.52], [0.09, 1.78, -1.32], [2.37, 1.78, -0.43], [-2.75, 0.89, -0.31], [0.09, -1.88, -0.17], [-2.60, -1.70, 0.70], [-0.61, -0.73, 1.72], [-1.00, -1.25, -1.43], [1.85, 1.38, 1.54], [-2.90, -0.08, 1.59]], "nbo_charge": [-0.571, -0.668, -0.558, -0.430, -0.093, -0.561, 0.275, 0.058, 0.668, -0.268, 0.173, 0.254, 0.442, 0.211, 0.180, 0.193, 0.240, 0.257, 0.198]}

Result of the stability comparison: <1> is the most stable of them.